C5H13NO | ωB97M-V/def2-TZVPD

The geometry in XYZ format:
```
20
C5H13NO | OMol25 | ωB97M-V/def2-TZVPD
C 2.024 -0.741 -0.990
N 1.307 0.391 -0.391
C 0.226 0.406 0.636
C 0.227 1.811 1.407
C -1.228 -0.173 0.315
C -1.214 -1.440 -0.476
O -1.804 0.963 -0.231
H 1.404 -1.465 -1.453
H 2.551 -1.362 -0.239
H 2.661 -0.511 -1.838
H 0.878 0.889 -1.247
H 0.521 -0.263 1.330
H 0.246 2.555 0.625
H -0.737 1.797 2.083
H 1.009 1.859 2.101
H -1.666 -0.393 1.310
H -0.258 -1.946 -0.488
H -1.460 -1.155 -1.461
H -2.063 -2.105 -0.259
H -2.624 0.884 -0.735
```

Summary:
Total charge: 0
HOMO in eV: -8.39
LUMO energy in eV: 0.828
Total energy in hartree: -328.224346
Energy relative to the best compared isomer or geometry (same formula, charge and spin) in kJ/mol: 248.1
SMILES string: CN[C@@H](C)[C@H](C)O

Okay, here come the Löwdin numbers, in e, for every atom:
1 C -0.149
2 N -0.076
3 C -0.326
4 C -0.030
5 C -0.418
6 C -0.039
7 O -0.043
8 H 0.025
9 H 0.088
10 H 0.074
11 H 0.139
12 H 0.082
13 H 0.062
14 H 0.112
15 H 0.037
16 H 0.139
17 H 0.064
18 H 0.067
19 H 0.088
20 H 0.103

C19H38F6N2O7P2 | ωB97M-V/def2-TZVPD

The geometry in XYZ format:
```
74
C19H38F6N2O7P2 | OMol25 | ωB97M-V/def2-TZVPD
C -5.924 -4.318 -0.261
P -7.732 -4.164 -0.175
C -8.068 -3.774 -1.926
O -7.887 -2.593 0.521
P -7.071 -1.312 0.131
O -6.366 -1.341 -1.147
O -8.129 -0.171 0.415
O -6.053 -1.055 1.382
C -4.721 -1.350 1.340
O -4.230 -2.232 1.961
C -3.871 -0.365 0.492
F -3.470 -0.977 -0.622
F -4.591 0.713 0.173
C -2.613 0.108 1.272
F -3.026 0.607 2.447
F -1.823 -0.945 1.520
C -1.731 1.183 0.585
F -2.462 2.258 0.301
F -1.242 0.673 -0.554
C -0.544 1.594 1.503
O -0.556 2.607 2.121
O 0.509 0.731 1.433
H -5.412 -3.639 -0.948
H -5.513 -4.235 0.752
H -5.755 -5.352 -0.593
H -8.842 -3.002 -2.000
H -8.434 -4.696 -2.392
H -7.189 -3.409 -2.462
H -7.723 0.641 0.749
H 0.413 -0.001 2.062
C 3.294 -4.420 -1.555
C 2.814 -3.048 -2.005
N 1.709 -2.544 -1.208
C 1.032 -1.404 -1.801
C 1.825 -0.104 -1.978
C 1.947 -2.470 0.224
C 3.133 -1.632 0.718
H 2.459 -5.119 -1.502
H 4.025 -4.808 -2.265
H 3.777 -4.386 -0.577
H 2.455 -3.120 -3.035
H 3.676 -2.361 -2.028
H 0.147 -1.196 -1.196
H 0.660 -1.721 -2.781
H 2.006 0.394 -1.025
H 1.258 0.588 -2.605
H 2.786 -0.275 -2.464
H 2.068 -3.490 0.598
H 1.025 -2.099 0.681
H 4.045 -1.861 0.164
H 3.326 -1.854 1.770
H 2.947 -0.563 0.640
C 2.709 3.731 2.806
C 3.877 4.270 1.993
N 4.403 3.299 1.048
C 5.685 3.673 0.479
C 5.747 4.929 -0.399
C 3.430 2.741 0.122
C 2.624 3.714 -0.749
H 2.976 2.788 3.287
H 2.432 4.447 3.581
H 1.827 3.562 2.192
H 4.695 4.535 2.669
H 3.563 5.209 1.509
H 6.058 2.819 -0.093
H 6.381 3.802 1.314
H 5.275 4.777 -1.368
H 6.790 5.196 -0.582
H 5.270 5.783 0.084
H 2.724 2.139 0.699
H 3.961 2.032 -0.520
H 2.208 4.531 -0.158
H 1.787 3.185 -1.211
H 3.219 4.146 -1.553
```

Summary:
Total charge: 0
HOMO in eV: -7.99
LUMO energy in eV: -0.045
Total energy in hartree: -2664.973201
SMILES string: CP(C)O[P@@](=O)(O)OC(=O)C(F)(F)C(F)(F)C(F)(F)C(=O)O.CCN(CC)CC.CCN(CC)CC

Okay, here come the Löwdin numbers, in e, for every atom:
1 C -0.301
2 P 0.892
3 C -0.296
4 O -0.430
5 P 0.337
6 O -0.215
7 O -0.061
8 O -0.031
9 C -0.377
10 O 0.213
11 C -0.383
12 F 0.174
13 F 0.160
14 C -0.364
15 F 0.175
16 F 0.164
17 C -0.382
18 F 0.173
19 F 0.152
20 C -0.381
21 O 0.209
22 O 0.096
23 H 0.040
24 H 0.035
25 H 0.047
26 H 0.047
27 H 0.036
28 H 0.035
29 H 0.102
30 H 0.133
31 C -0.092
32 C -0.275
33 N -0.194
34 C -0.242
35 C -0.078
36 C -0.242
37 C -0.073
38 H 0.079
39 H 0.072
40 H 0.064
41 H 0.117
42 H 0.103
43 H 0.094
44 H 0.113
45 H 0.033
46 H 0.075
47 H 0.070
48 H 0.103
49 H 0.100
50 H 0.069
51 H 0.074
52 H 0.042
53 C -0.084
54 C -0.271
55 N -0.197
56 C -0.253
57 C -0.086
58 C -0.251
59 C -0.069
60 H 0.083
61 H 0.076
62 H 0.041
63 H 0.116
64 H 0.102
65 H 0.110
66 H 0.109
67 H 0.054
68 H 0.069
69 H 0.066
70 H 0.080
71 H 0.112
72 H 0.069
73 H 0.063
74 H 0.056

C24H25MnN4O4 | ωB97M-V/def2-TZVPD

The geometry in XYZ format:
```
58
C24H25MnN4O4 | OMol25 | ωB97M-V/def2-TZVPD
Mn -0.010 -0.562 -0.035
C 2.194 -1.399 3.575
C 1.448 -1.551 2.403
N 1.004 -0.508 1.721
C 1.305 0.753 2.137
C 2.036 0.992 3.298
C 2.479 -0.131 4.025
C 2.303 2.350 3.690
C 1.866 3.387 2.940
C 1.133 3.164 1.723
C 0.668 4.203 0.890
C -0.010 3.899 -0.266
C -0.217 2.556 -0.601
N 0.208 1.567 0.163
C 0.863 1.860 1.319
H 2.534 -2.277 4.104
H 1.215 -2.533 2.011
H 3.055 0.015 4.931
H 2.867 2.522 4.597
H 2.070 4.408 3.238
H 0.856 5.233 1.166
H -0.376 4.674 -0.924
H -0.723 2.284 -1.520
O 1.404 -1.441 -0.944
C 0.741 -1.307 -2.090
O -0.399 -0.731 -1.919
C 1.294 -1.732 -3.319
C 0.533 -1.603 -4.494
C 1.034 -2.005 -5.718
C 2.315 -2.524 -5.715
O 3.003 -2.968 -6.758
C 4.285 -3.408 -6.265
O 4.284 -3.180 -4.853
C 3.080 -2.651 -4.546
C 2.606 -2.272 -3.330
H -0.464 -1.189 -4.441
H 0.465 -1.919 -6.632
H 5.066 -2.814 -6.736
H 4.394 -4.471 -6.469
H 3.191 -2.363 -2.427
C -4.241 1.392 1.020
C -3.680 0.350 1.981
C -4.523 -0.924 1.963
C -3.604 0.918 3.393
N -2.258 0.084 1.613
N -2.085 -0.593 0.348
H -5.246 1.675 1.330
H -4.333 1.016 -0.003
H -3.621 2.290 1.017
H -5.535 -0.706 2.303
H -4.109 -1.683 2.633
H -4.624 -1.350 0.962
H -4.604 1.162 3.751
H -3.000 1.825 3.414
H -3.175 0.193 4.089
H -1.856 -0.530 2.316
H -2.494 0.016 -0.361
H -2.612 -1.467 0.301
```

Summary:
Expectation value of S²: 6.073
Total charge: +2
HOMO (spin up / spin down) in eV: -13.29 / -13.30
Spin multiplicity: 5
LUMO energy (spin up / spin down) in eV: -7.843 / -6.987
Total energy in hartree: -2600.091519
Energy relative to the best compared isomer or geometry (same formula, charge and spin) in kJ/mol: 27.3

Okay, here come the Löwdin numbers, in e, for every atom:
1 Mn 1.088
2 C 0.006
3 C -0.061
4 N 0.004
5 C -0.122
6 C -0.115
7 C 0.057
8 C 0.019
9 C 0.022
10 C -0.117
11 C 0.049
12 C 0.002
13 C -0.069
14 N 0.043
15 C -0.133
16 H 0.129
17 H 0.135
18 H 0.141
19 H 0.133
20 H 0.133
21 H 0.139
22 H 0.127
23 H 0.130
24 O -0.070
25 C -0.462
26 O -0.046
27 C -0.149
28 C 0.026
29 C 0.056
30 C -0.186
31 O 0.095
32 C -0.061
33 O 0.067
34 C -0.190
35 C 0.106
36 H 0.130
37 H 0.137
38 H 0.150
39 H 0.150
40 H 0.141
41 C -0.033
42 C -0.630
43 C -0.035
44 C -0.033
45 N -0.045
46 N -0.016
47 H 0.102
48 H 0.080
49 H 0.088
50 H 0.102
51 H 0.094
52 H 0.079
53 H 0.101
54 H 0.089
55 H 0.090
56 H 0.110
57 H 0.106
58 H 0.117

C26H69N3O12 | ωB97M-V/def2-TZVPD

The geometry in XYZ format:
```
110
C26H69N3O12 | OMol25 | ωB97M-V/def2-TZVPD
C 3.577 -2.809 -1.505
O 2.622 -1.845 -1.576
C 1.427 -2.287 -1.049
C 0.437 -1.167 -1.325
N -0.796 -1.542 -0.675
C -1.857 -0.599 -1.037
C -1.705 0.780 -0.418
O -2.618 1.559 -0.606
C -2.163 2.949 -0.636
H 3.402 -3.706 -2.112
H 3.824 -3.150 -0.539
H 4.490 -2.343 -1.789
H 1.453 -2.532 0.032
H 1.107 -3.116 -1.674
H 0.344 -1.124 -2.403
H 0.868 -0.271 -0.866
H -0.542 -1.515 0.329
H -2.810 -0.910 -0.647
H -2.060 -0.544 -2.081
H -0.780 1.124 -0.880
H -1.487 0.666 0.685
H -3.062 3.517 -1.033
H -1.282 2.949 -1.325
H -1.998 3.281 0.389
C 4.387 2.573 1.336
O 3.161 3.328 1.089
C 3.520 4.575 0.478
C 2.298 5.512 0.532
N 2.506 6.806 -0.192
C 1.315 7.633 -0.087
C 1.586 9.011 -0.618
O 0.680 9.863 -0.850
C -0.213 9.381 -1.758
H 5.115 2.544 0.509
H 4.021 1.580 1.476
H 4.863 2.979 2.219
H 3.721 4.333 -0.606
H 4.382 5.033 0.920
H 2.113 5.733 1.592
H 1.489 4.921 0.124
H 2.455 6.396 -1.137
H 1.028 7.795 0.955
H 0.405 7.280 -0.568
H 2.145 8.821 -1.577
H 2.287 9.441 -0.015
H 0.171 8.941 -2.670
H -0.826 10.223 -2.105
H -0.971 8.690 -1.345
C -5.163 -9.302 -3.563
O -5.204 -8.217 -2.633
C -4.232 -7.229 -2.781
C -3.049 -7.575 -1.837
N -2.105 -6.527 -1.890
C -1.016 -6.699 -0.945
C -0.070 -5.521 -1.156
O 0.948 -5.421 -0.520
C 0.781 -5.015 0.826
H -5.733 -10.158 -3.178
H -4.149 -9.611 -3.697
H -5.598 -9.129 -4.513
H -4.680 -6.336 -2.429
H -3.835 -7.059 -3.776
H -2.579 -8.553 -2.123
H -3.460 -7.689 -0.827
H -2.515 -5.630 -1.790
H -0.527 -7.685 -1.097
H -1.469 -6.765 0.058
H -0.623 -4.594 -1.122
H 0.224 -5.543 -2.209
H 0.171 -4.096 0.906
H 1.751 -4.828 1.297
H 0.126 -5.729 1.378
O 0.488 2.818 0.930
C 0.578 2.717 2.307
C -0.680 2.464 2.888
O -0.688 2.717 4.258
H 1.364 3.036 0.569
H 1.301 2.078 2.791
H 0.847 3.747 2.567
H -1.075 1.511 2.612
H -1.365 3.195 2.481
H -0.701 3.685 4.396
O -2.620 -2.796 2.877
C -3.201 -1.616 2.627
C -2.919 -0.751 3.795
O -3.241 0.576 3.368
H -2.771 -3.372 2.085
H -2.692 -1.432 1.742
H -4.280 -1.679 2.276
H -1.844 -0.841 3.997
H -3.475 -1.081 4.636
H -3.446 1.165 4.135
C 1.726 2.353 -2.097
C 2.885 1.722 -1.439
O 3.409 0.631 -2.162
H 0.939 1.630 -2.361
H 2.062 2.853 -2.961
H 1.268 3.145 -1.466
H 2.610 1.385 -0.448
H 3.657 2.411 -1.289
H 2.986 -0.229 -1.942
C 1.719 -0.419 1.976
C 0.732 -1.027 2.796
O -0.186 -1.609 1.951
H 1.325 0.240 1.242
H 2.286 -1.229 1.510
H 2.382 0.135 2.618
H 0.293 -0.183 3.352
H 1.095 -1.711 3.538
H -0.837 -2.032 2.503
```

Summary:
Total charge: 0
HOMO in eV: -8.23
LUMO energy in eV: 0.428
Total energy in hartree: -2098.742252
Energy relative to the best compared isomer or geometry (same formula, charge and spin) in kJ/mol: 372.6
SMILES string: COCCNCCOC.COCCNCCOC.COCCNCCOC.OCCO.OCCO.CCO.CCO

Löwdin population analysis, charges in e, atoms 1 to 99:
1 C -0.112
2 O -0.195
3 C -0.220
4 C -0.200
5 N -0.031
6 C -0.170
7 C -0.444
8 O -0.109
9 C -0.006
10 H 0.110
11 H 0.079
12 H 0.091
13 H 0.108
14 H 0.121
15 H 0.138
16 H 0.097
17 H 0.057
18 H 0.099
19 H 0.113
20 H 0.089
21 H 0.135
22 H 0.108
23 H 0.096
24 H 0.066
25 C -0.053
26 O -0.251
27 C -0.198
28 C -0.192
29 N -0.029
30 C -0.227
31 C -0.374
32 O -0.092
33 C -0.133
34 H 0.103
35 H 0.068
36 H 0.091
37 H 0.128
38 H 0.117
39 H 0.126
40 H 0.095
41 H 0.118
42 H 0.129
43 H 0.107
44 H 0.140
45 H 0.107
46 H 0.098
47 H 0.098
48 H 0.096
49 C -0.090
50 O -0.183
51 C -0.226
52 C -0.234
53 N -0.091
54 C -0.180
55 C -0.441
56 O -0.126
57 C -0.053
58 H 0.092
59 H 0.072
60 H 0.068
61 H 0.108
62 H 0.125
63 H 0.133
64 H 0.117
65 H 0.103
66 H 0.135
67 H 0.110
68 H 0.112
69 H 0.144
70 H 0.075
71 H 0.101
72 H 0.098
73 O -0.067
74 C -0.304
75 C -0.315
76 O -0.037
77 H 0.034
78 H 0.115
79 H 0.125
80 H 0.092
81 H 0.124
82 H 0.109
83 O -0.063
84 C -0.321
85 C -0.203
86 O -0.065
87 H 0.142
88 H 0.077
89 H 0.159
90 H 0.115
91 H 0.120
92 H 0.115
93 C -0.064
94 C -0.344
95 O -0.064
96 H 0.079
97 H 0.066
98 H 0.068
99 H 0.088

H16O8 | ωB97M-V/def2-TZVPD

The geometry in XYZ format:
```
24
H16O8 | OMol25 | ωB97M-V/def2-TZVPD
O -0.627 0.008 -0.230
H -0.471 0.271 -1.127
H -1.599 0.027 0.035
O 3.093 0.983 1.886
H 2.717 0.601 2.686
H 3.845 1.459 2.047
O -1.078 -1.723 -0.609
H -0.307 -1.976 -1.127
H -1.788 -1.655 -1.260
O -1.695 -1.794 2.628
H -2.010 -1.929 1.731
H -1.717 -0.915 2.863
O 2.783 -2.689 1.035
H 2.889 -2.553 1.963
H 2.316 -1.889 0.634
O -3.472 2.154 -2.326
H -4.072 1.654 -2.894
H -4.129 2.648 -1.855
O -0.371 1.850 -1.550
H 0.305 2.215 -2.086
H -1.055 1.519 -2.134
O 1.951 0.774 -0.421
H 2.796 1.001 -0.036
H 1.694 -0.040 0.147
```

Summary:
Total charge: 0
HOMO in eV: -6.95
LUMO energy in eV: 0.224
Total energy in hartree: -611.313835
Energy relative to the best compared isomer or geometry (same formula, charge and spin) in kJ/mol: 705.7
SMILES string: O.O.O.O.O.O.O.O

Okay, here come the Löwdin numbers, in e, for every atom:
1 O -0.172
2 H -0.010
3 H 0.102
4 O -0.005
5 H 0.068
6 H 0.004
7 O -0.109
8 H 0.065
9 H 0.058
10 O -0.022
11 H 0.019
12 H -0.017
13 O -0.064
14 H 0.010
15 H 0.048
16 O -0.037
17 H 0.042
18 H 0.027
19 O -0.041
20 H 0.042
21 H 0.035
22 O -0.096
23 H 0.000
24 H 0.053

C17H24NW | ωB97M-V/def2-TZVPD

The geometry in XYZ format:
```
43
C17H24NW | OMol25 | ωB97M-V/def2-TZVPD
C -0.480 0.836 -4.209
C 0.104 2.176 -4.085
C 0.356 -0.284 -4.646
C -1.936 0.677 -4.132
H 0.438 -0.353 -5.747
H -0.057 -1.242 -4.298
H 1.380 -0.181 -4.258
H 0.110 2.736 -5.039
H 1.146 2.121 -3.742
H -0.472 2.779 -3.367
H -2.439 0.842 -5.104
H -2.365 1.402 -3.425
H -2.208 -0.337 -3.804
C 2.304 -0.040 1.562
C 2.254 -0.815 0.347
C 1.949 0.092 -0.736
H 2.533 -1.863 0.242
C 1.814 1.402 -0.193
C 1.963 1.322 1.221
H 1.933 2.166 1.910
H 2.717 -0.372 2.521
H 1.954 -0.157 -1.805
H 1.663 2.319 -0.765
C -2.157 -0.952 1.076
C -1.191 -1.956 1.450
C -0.446 -2.304 0.264
H -1.126 -2.469 2.415
C -0.988 -1.540 -0.833
C -2.059 -0.743 -0.331
H -2.726 -0.128 -0.936
H -2.886 -0.484 1.738
H 0.285 -3.110 0.185
H -0.724 -1.652 -1.890
W 0.189 -0.229 0.803
C -0.563 -0.344 6.136
C 0.422 0.372 5.215
C -0.056 0.313 3.837
N -0.141 0.209 2.679
H -1.565 0.025 5.934
H -0.343 -0.212 7.190
H -0.578 -1.408 5.911
H 0.538 1.456 5.458
H 1.453 -0.072 5.248
```

Summary:
Expectation value of S²: 2.009
Total charge: +1
HOMO (spin up / spin down) in eV: -9.23 / -10.53
Spin multiplicity: 3
LUMO energy (spin up / spin down) in eV: -2.866 / -3.785
Total energy in hartree: -783.678147

Okay, here come the Löwdin numbers, in e, for every atom:
1 C -0.417
2 C -0.092
3 C -0.096
4 C -0.095
5 H 0.096
6 H 0.069
7 H 0.067
8 H 0.095
9 H 0.070
10 H 0.077
11 H 0.095
12 H 0.076
13 H 0.069
14 C -0.217
15 C -0.226
16 C -0.160
17 H 0.126
18 C -0.122
19 C -0.175
20 H 0.123
21 H 0.126
22 H 0.117
23 H 0.123
24 C -0.156
25 C -0.212
26 C -0.222
27 H 0.125
28 C -0.157
29 C -0.117
30 H 0.118
31 H 0.122
32 H 0.125
33 H 0.113
34 W 1.411
35 C -0.085
36 C -0.198
37 C -0.082
38 N -0.038
39 H 0.082
40 H 0.085
41 H 0.082
42 H 0.137
43 H 0.139